# C48H53BCl2N7O2RhS3Si

A molecular structure, C48H53BCl2N7O2RhS3Si (ωB97M-V/def2-TZVPD, the OMol25 dataset).

Computed properties:
* max |F|: 0.597 eV Å⁻¹
* net charge: 0
* relative energy (zero: lowest compared OMol25 entry of this formula, charge and spin): 0.00 kcal per mole
* E_tot: -134284.3502 eV

Each line ends with the Mulliken charge.
Positions of all 118 atoms, in Å:
Rh (0.16, 0.37, 0.49)  3.17
Cl (2.39, -4.01, 5.29)  -0.31
Cl (-2.08, -1.07, 4.75)  -0.27
S (1.51, 1.13, -1.32)  -0.66
S (-1.75, 1.50, -0.36)  -0.76
S (0.73, 2.03, 2.10)  -0.80
Si (-0.61, -2.74, -1.07)  -2.90
O (-0.20, -1.27, -0.61)  3.40
O (-0.86, -0.28, 2.14)  0.25
N (1.66, 3.80, 0.26)  -0.04
N (-0.13, 1.99, -3.41)  0.68
N (-0.93, 4.00, 0.41)  0.52
N (0.18, 3.46, -1.83)  0.14
N (1.62, -0.82, 1.33)  1.30
N (-2.69, 3.31, 1.53)  0.71
N (3.25, 3.09, 1.57)  0.72
C (-4.33, -2.12, -3.87)  -0.74
C (0.34, -0.47, -3.70)  -1.92
C (-1.79, -5.50, 2.54)  -0.62
C (0.49, 2.21, -2.23)  -0.21
C (0.82, -3.55, -1.99)  0.76
C (0.26, -2.42, 4.87)  -0.41
C (0.74, 1.17, -5.54)  -1.91
C (-2.97, -1.52, -1.97)  0.60
C (3.39, 1.63, 3.64)  -2.35
C (-0.52, -1.52, 4.13)  0.88
C (-2.38, -3.41, -3.31)  -0.52
C (-2.37, 4.59, 1.97)  -0.60
C (-4.01, 2.93, 3.55)  -1.81
C (1.47, -2.85, 4.39)  0.58
C (-2.15, -3.56, 1.17)  -0.46
C (3.20, -2.72, 2.57)  -1.25
C (-4.08, -1.28, -2.79)  -0.57
C (-0.13, -1.03, 2.90)  -0.55
C (1.92, 3.01, 1.31)  0.18
C (-0.64, 4.03, -2.77)  -1.21
C (3.82, 3.95, 0.64)  -0.45
C (3.01, -4.71, -3.32)  -0.67
C (1.18, -1.41, 2.47)  -0.67
C (3.59, -2.14, 1.40)  -1.46
C (-1.79, 2.96, 0.58)  -0.65
C (-0.15, 0.81, -4.35)  1.70
C (-0.33, -5.04, 0.69)  -0.27
C (5.19, 1.65, 1.94)  -1.38
C (1.97, -2.35, 3.17)  0.12
C (-1.05, -3.89, 0.36)  1.01
C (-3.48, -3.18, -4.13)  -0.78
C (1.84, -5.43, -3.16)  -0.96
C (2.01, -2.85, -2.17)  0.32
C (-5.11, 3.26, 1.31)  -1.74
C (2.83, 4.37, -0.17)  -1.36
C (0.76, -4.85, -2.50)  -0.27
C (-1.61, 0.61, -4.79)  -1.75
C (-3.94, 1.12, 1.88)  -1.96
C (-2.10, -2.58, -2.21)  1.02
C (4.77, 3.67, 3.39)  -1.75
C (-1.29, 5.00, 1.29)  -1.15
C (-0.69, -5.84, 1.77)  -0.78
C (3.10, -3.41, -2.82)  -1.24
C (-3.93, 2.64, 2.05)  1.46
C (2.77, -1.17, 0.80)  -1.19
C (-0.83, 3.13, -3.75)  -0.58
C (-2.52, -4.36, 2.24)  -0.48
C (4.13, 2.50, 2.63)  1.53
B (0.33, 4.17, -0.46)  0.15
H (3.06, -0.66, -0.11)  0.94
H (-0.74, 5.92, 1.34)  0.63
H (2.86, 5.03, -1.02)  0.63
H (-1.02, 5.03, -2.65)  0.64
H (1.41, -0.44, -3.52)  0.48
H (2.93, 0.76, 3.18)  0.52
H (-6.04, 2.84, 1.69)  0.46
H (-5.04, 3.03, 0.24)  0.31
H (-1.93, 1.34, -5.54)  0.49
H (0.68, 0.38, -6.29)  0.43
H (-2.07, -6.12, 3.39)  0.38
H (-4.10, 0.82, 0.85)  0.40
H (-3.66, -3.83, -4.97)  0.40
H (4.01, 4.36, 3.74)  0.37
H (-2.78, -0.85, -1.14)  -0.54
H (2.62, 2.17, 4.17)  0.47
H (1.76, -6.44, -3.54)  0.43
H (-1.71, -0.38, -5.23)  0.46
H (-2.94, 5.10, 2.72)  0.52
H (-4.73, -0.45, -2.58)  0.43
H (-0.11, -6.72, 2.01)  0.42
H (5.71, 2.19, 1.15)  0.37
H (-4.23, 3.98, 3.77)  0.47
H (-4.81, 2.33, 3.98)  0.46
H (5.94, 1.34, 2.68)  0.46
H (0.12, -1.29, -4.38)  0.95
H (-2.72, -2.67, 0.95)  0.25
H (-1.72, -4.24, -3.54)  0.19
H (-5.14, 4.34, 1.44)  0.36
H (3.86, -5.15, -3.83)  0.39
H (-2.28, 0.66, -3.93)  0.32
H (-1.40, 3.21, -4.65)  0.60
H (1.77, 1.27, -5.22)  0.38
H (-0.14, -5.45, -2.37)  0.47
H (4.75, 0.75, 1.51)  0.17
H (5.31, 3.29, 4.25)  0.45
H (3.82, -3.46, 3.06)  0.49
H (0.41, 5.35, -0.70)  -0.24
H (-5.18, -1.94, -4.51)  0.36
H (4.13, 1.28, 4.36)  0.58
H (-0.11, -2.80, 5.81)  0.51
H (0.53, -5.32, 0.10)  0.38
H (-3.03, 0.65, 2.24)  0.22
H (4.87, 4.18, 0.63)  0.55
H (-4.78, 0.75, 2.47)  0.63
H (2.07, -1.83, -1.79)  0.02
H (0.42, 2.11, -6.01)  0.39
H (-3.08, 2.65, 4.05)  0.38
H (-0.16, -0.67, -2.75)  -0.50
H (-3.38, -4.09, 2.84)  0.43
H (4.01, -2.84, -2.95)  0.46
H (4.51, -2.42, 0.91)  0.57
H (5.48, 4.22, 2.77)  0.40

***

# C48H53BrCl2N2O6RuSe

A molecular structure, C48H53BrCl2N2O6RuSe in a non-equilibrium geometry (ωB97M-V/def2-TZVPD, the OMol25 dataset).

Computed properties:
* max |F|: 2.350 eV Å⁻¹
* net charge: -1
* relative energy (zero: lowest compared OMol25 entry of this formula, charge and spin): 0.00 kcal per mole
* E_tot: -228922.1789 eV
* 2S+1: 2

Each line ends with the Mulliken spin population.
Positions of all 114 atoms, in Å:
Ru (-0.02, -0.31, 0.25)  0.87
Br (-5.67, 3.20, 3.91)  0.00
Se (-0.70, 1.87, 1.36)  -0.03
Cl (-1.09, -5.89, 2.75)  0.00
Cl (-1.99, -2.10, -1.04)  0.01
O (0.92, -1.75, -0.84)  0.00
O (-1.60, -1.00, 1.63)  0.06
O (-0.63, 0.59, -1.32)  0.02
O (1.73, 0.41, 0.66)  0.01
O (-3.16, -1.79, 3.01)  0.01
O (2.97, -2.04, -1.65)  0.00
N (-4.55, 1.71, 0.26)  0.00
N (-0.27, -3.66, 0.89)  0.00
C (-4.39, -4.52, 1.01)  0.00
C (1.07, 2.53, 1.44)  0.01
C (-0.93, 1.88, -1.42)  0.00
C (1.70, 6.47, 2.92)  0.00
C (-0.13, -2.79, 3.19)  0.00
C (-2.16, -4.94, 1.77)  0.00
C (5.38, 2.27, -0.55)  0.00
C (3.87, 5.54, 3.69)  0.00
C (0.70, 1.24, -3.94)  0.00
C (-3.59, 5.99, -2.55)  0.00
C (4.64, 1.42, 0.50)  0.00
C (3.38, 2.17, 0.97)  0.00
C (-3.91, -3.56, 0.14)  0.00
C (-1.24, 6.84, -2.55)  0.00
C (0.44, -3.05, 1.95)  0.01
C (-5.05, 2.45, 1.24)  0.00
C (2.50, -2.07, 2.73)  0.00
C (-2.55, -3.29, 0.10)  -0.01
C (-3.60, 0.24, 1.90)  -0.01
C (-2.73, -0.96, 2.22)  0.02
C (4.35, 0.07, -0.13)  0.00
C (1.92, -1.78, 3.95)  0.00
C (-0.77, 1.68, -3.98)  0.00
C (-0.98, 2.53, -5.24)  0.00
C (2.58, 4.31, 1.95)  0.00
C (-3.83, 0.64, 0.59)  0.00
C (-1.64, -3.94, 0.94)  0.00
C (0.60, -2.15, 4.18)  0.00
C (5.56, 1.19, 1.72)  0.00
C (-1.50, 3.79, -2.74)  0.00
C (-2.51, 6.69, -0.43)  0.00
C (2.94, 5.69, 2.48)  0.00
C (3.65, 6.50, 1.39)  0.00
C (-4.16, 0.99, 2.92)  0.00
C (2.46, -3.09, 0.43)  0.00
C (3.58, 3.46, 1.46)  -0.01
C (-1.12, 2.68, -0.31)  0.01
C (-1.09, 2.47, -2.70)  0.00
C (1.29, 3.81, 1.92)  0.00
C (-2.27, 6.01, -1.77)  0.00
C (2.15, -2.20, -0.77)  0.00
C (-1.55, 4.00, -0.38)  0.00
C (-1.76, 4.58, -1.61)  0.01
C (1.79, -2.72, 1.72)  -0.01
C (-3.52, -5.22, 1.82)  0.00
C (-1.68, 0.45, -4.09)  0.00
C (2.06, 1.67, 0.99)  0.02
C (-4.88, 2.11, 2.58)  0.00
H (-3.24, 6.15, 0.17)  0.00
H (-1.47, -0.08, -5.02)  0.00
H (3.02, 6.59, 0.50)  0.00
H (5.03, 0.61, 2.48)  0.00
H (3.54, -3.11, 0.53)  0.00
H (4.81, 5.05, 3.42)  0.00
H (-1.07, 6.43, -3.55)  0.00
H (2.13, -4.10, 0.14)  0.00
H (-1.58, 7.87, -2.67)  0.00
H (-4.57, -3.00, -0.51)  0.00
H (-3.47, 5.59, -3.55)  0.00
H (4.60, 3.83, 1.47)  0.00
H (4.59, 6.03, 1.08)  0.00
H (-2.73, 0.75, -4.10)  0.00
H (3.39, 4.95, 4.47)  0.00
H (-3.87, -6.00, 2.48)  0.00
H (-1.71, 4.54, 0.55)  0.00
H (5.28, -0.38, -0.47)  0.00
H (3.87, -0.60, 0.57)  0.00
H (1.01, 6.63, 2.08)  0.00
H (3.89, 7.51, 1.75)  0.00
H (4.73, 2.46, -1.40)  0.00
H (4.12, 6.53, 4.11)  0.00
H (2.00, 7.45, 3.29)  0.00
H (5.88, 2.13, 2.17)  0.00
H (-3.41, 0.06, -0.23)  0.00
H (-2.89, 7.70, -0.59)  0.00
H (1.35, 2.11, -3.86)  0.00
H (-3.99, 7.01, -2.64)  0.00
H (-0.33, 3.40, -5.25)  0.00
H (-1.52, -0.23, -3.26)  0.00
H (0.95, 0.70, -4.85)  0.00
H (0.45, 4.40, 2.26)  0.00
H (3.54, -1.82, 2.54)  0.00
H (-5.61, 3.33, 0.96)  0.00
H (-0.74, 1.92, -6.11)  0.00
H (0.89, 0.59, -3.09)  -0.01
H (5.73, 3.23, -0.16)  0.00
H (-4.33, 5.38, -2.03)  0.00
H (-1.63, 4.25, -3.71)  0.00
H (6.26, 1.72, -0.90)  0.00
H (-1.58, 6.77, 0.15)  0.00
H (0.01, -3.27, 0.00)  0.00
H (-5.45, -4.73, 1.05)  0.00
H (2.49, -1.26, 4.71)  0.00
H (-1.17, -3.02, 3.36)  0.00
H (6.45, 0.63, 1.42)  0.00
H (0.13, -1.93, 5.12)  0.00
H (3.68, 0.16, -0.99)  0.00
H (1.17, 5.96, 3.72)  0.00
H (-0.28, 6.85, -2.03)  0.00
H (-2.02, 2.86, -5.33)  0.00
H (-4.03, 0.68, 3.96)  0.00

***

Q: net charge of number 1 (C48H53BCl2N7O2RhS3Si)?
A: 0

***

Q: Which value of max |F| does entry 2 give?
A: 2.350 eV Å⁻¹

***

Q: Among the records above, which one has the lowest E_tot?
A: C48H53BrCl2N2O6RuSe